Version P
This record from the Open Molecules 2025 dataset describes a 2-piece molecular cluster, C3H8OS overall. The level of theory is ωB97M-V/def2-TZVPD.

Each atom is followed by the atoms it is bonded to, with distances in Å.
Atoms and positions in Å:
1 O -1.243 1.460 1.253  C2 1.201
2 C -0.943 0.518 0.571  O1 1.201, C3 1.500, H5 1.114
3 C -1.382 0.259 -0.840  C2 1.500, C4 1.531, H6 1.087, H7 1.096
4 C -0.159 0.158 -1.756  C3 1.531, H8 1.090, H9 1.090, H10 1.090
5 H -0.294 -0.287 0.986  C2 1.114
6 H -2.078 1.021 -1.181  C3 1.087
7 H -1.882 -0.716 -0.820  C3 1.096
8 H 0.429 1.075 -1.739  C4 1.090
9 H -0.475 0.000 -2.787  C4 1.090
10 H 0.492 -0.669 -1.472  C4 1.090
11 S 2.699 -0.801 2.024  H12 1.338, H13 1.336
12 H 1.517 -0.745 2.650  S11 1.338
13 H 3.317 -1.274 3.110  S11 1.336

Computed properties:
E_LUMO = 0.81 eV
charge = 0
SMILES = CCC=O.S

=====

Version Q
This record from the Open Molecules 2025 dataset describes a 2-piece molecular cluster, C3H8OS overall. The level of theory is ωB97M-V/def2-TZVPD.

Each atom is followed by the atoms it is bonded to, with distances in Å.
Atoms and positions in Å:
1 C -1.220 -0.456 1.397  S2 1.735, H3 1.068, H4 1.117, H5 1.046
2 S -0.834 -2.018 2.047  C1 1.735, H6 1.329
3 H -1.121 0.295 2.149  C1 1.068
4 H -2.302 -0.493 1.119  C1 1.117
5 H -0.649 -0.225 0.551  C1 1.046
6 H 0.095 -2.291 1.136  S2 1.329
7 O 1.247 1.589 -0.621  C8 1.215
8 C 0.796 1.259 -1.701  O7 1.215, C9 1.561, H10 1.132
9 C 1.074 1.869 -3.110  C8 1.561, H11 1.021, H12 1.178, H13 1.093
10 H 0.126 0.351 -1.785  C8 1.132
11 H 1.172 1.017 -3.664  C9 1.021
12 H 0.183 2.399 -3.669  C9 1.178
13 H 1.966 2.500 -3.131  C9 1.093

Computed properties:
E_LUMO = 0.81 eV
charge = 0
SMILES = CC=O.CS

=====

The calculated energies rank the structures as follows, beginning with the most stable: version P, version Q.

=====

Version P
This record from the Open Molecules 2025 dataset describes a 2-piece molecular cluster, C3H10S overall. The level of theory is ωB97M-V/def2-TZVPD.

Each atom is followed by the atoms it is bonded to, with distances in Å.
Atoms and positions in Å:
1 C -4.684 4.483 -1.738  H2 1.088, H3 1.077, H4 1.086, H5 1.098
2 H -3.814 4.327 -2.374  C1 1.088
3 H -5.673 4.067 -1.831  C1 1.077
4 H -4.265 4.283 -0.757  C1 1.086
5 H -4.792 5.576 -1.728  C1 1.098
6 C 2.514 -2.091 -0.382  S7 1.773, H9 1.088, H10 1.081, H11 1.089
7 S 1.447 -2.569 0.951  C6 1.773, C8 1.807
8 C 2.657 -2.956 2.237  S7 1.807, H12 1.096, H13 1.078, H14 1.098
9 H 3.419 -2.693 -0.340  C6 1.088
10 H 1.996 -2.215 -1.322  C6 1.081
11 H 2.817 -1.063 -0.191  C6 1.089
12 H 2.100 -3.094 3.171  C8 1.096
13 H 3.290 -2.090 2.339  C8 1.078
14 H 2.990 -3.966 1.965  C8 1.098

Computed properties:
E_LUMO (spin up / spin down) = -3.56 / -8.65 eV
charge = +1
multiplicity = 2

=====

Version Q
This record from the Open Molecules 2025 dataset describes a 2-piece molecular cluster, C3H10S overall. The level of theory is ωB97M-V/def2-TZVPD.

Each atom is followed by the atoms it is bonded to, with distances in Å.
Atoms and positions in Å:
1 C 5.311 -2.626 0.168  H2 1.084, H3 1.089, H4 1.087, H5 1.085
2 H 4.578 -3.417 0.279  C1 1.084
3 H 5.786 -2.588 -0.812  C1 1.089
4 H 4.792 -1.674 0.247  C1 1.087
5 H 6.103 -2.835 0.878  C1 1.085
6 C -3.436 2.217 0.599  C7 1.497, H9 1.093, H10 1.085, H11 1.088
7 C -2.994 1.432 -0.597  C6 1.497, S8 1.839, H12 1.098, H13 1.094
8 S -2.495 -0.256 -0.066  C7 1.839, H14 1.351
9 H -2.919 1.850 1.489  C6 1.093
10 H -3.120 3.247 0.474  C6 1.085
11 H -4.515 2.106 0.689  C6 1.088
12 H -2.064 1.741 -1.093  C7 1.098
13 H -3.647 1.297 -1.465  C7 1.094
14 H -1.380 -0.494 -0.792  S8 1.351

Computed properties:
E_LUMO (spin up / spin down) = -4.21 / -9.31 eV
charge = +1
multiplicity = 2

=====

The calculated energies rank the structures as follows, beginning with the most stable: version P, version Q.

=====

Version P
This record from the Open Molecules 2025 dataset describes CH2ClOP in the gas phase. The level of theory is ωB97M-V/def2-TZVPD.

Each atom is followed by the atoms it is bonded to, with distances in Å.
Atoms and positions in Å:
1 C -0.823 -0.311 0.504  Cl4 1.834, H5 1.179, H6 1.037
2 O 1.137 0.998 -2.199  P3 1.431
3 P 1.307 -0.100 -1.296  O2 1.431, Cl4 2.440
4 Cl 0.670 0.665 0.932  C1 1.834, P3 2.440
5 H -0.653 -1.340 1.053  C1 1.179
6 H -1.638 0.089 1.006  C1 1.037

Computed properties:
E_LUMO (spin up / spin down) = -1.05 / -1.05 eV
charge = 0

=====

Version Q
This record from the Open Molecules 2025 dataset describes a 2-piece molecular cluster, CH2ClOP overall. The level of theory is ωB97M-V/def2-TZVPD.

Each atom is followed by the atoms it is bonded to, with distances in Å.
Atoms and positions in Å:
1 C -1.058 0.766 0.666  O2 1.182, Cl4 1.826
2 O -1.554 1.791 0.985  C1 1.182
3 P 1.796 -0.629 -0.062  H5 1.523, H6 1.435
4 Cl -2.016 -0.747 0.305  C1 1.826
5 H 2.301 -0.048 -1.377  P3 1.523
6 H 0.531 -1.133 -0.517  P3 1.435

Computed properties:
E_LUMO (spin up / spin down) = -1.43 / -2.08 eV
charge = 0

=====

The calculated energies rank the structures as follows, beginning with the most stable: version P, version Q.

=====

Version P
This record from the Open Molecules 2025 dataset describes C3H6P2 in the gas phase. The level of theory is ωB97M-V/def2-TZVPD.

Each atom is followed by the atoms it is bonded to, with distances in Å.
Atoms and positions in Å:
1 C -1.581 -0.173 -0.552  C3 1.337, P5 1.860, H11 1.106
2 C 1.290 -0.428 -0.051  P4 1.786, P5 1.697, H10 1.165
3 C -2.609 0.411 0.072  C1 1.337, H6 1.024, H7 1.045
4 P 3.033 -0.040 -0.069  C2 1.786, H8 1.317, H9 1.454
5 P 0.037 0.697 -0.264  C1 1.860, C2 1.697
6 H -3.542 -0.007 0.008  C3 1.024
7 H -2.383 1.316 0.542  C3 1.045
8 H 2.916 1.204 0.349  P4 1.317
9 H 3.537 -0.388 1.250  P4 1.454
10 H 1.056 -1.569 -0.052  C2 1.165
11 H -1.755 -1.026 -1.234  C1 1.106

Computed properties:
E_LUMO = -0.09 eV
charge = 0
SMILES = C=C/P=C/P

=====

Version Q
This record from the Open Molecules 2025 dataset describes a 2-piece molecular cluster, C3H6P2 overall. The level of theory is ωB97M-V/def2-TZVPD.

Each atom is followed by the atoms it is bonded to, with distances in Å.
Atoms and positions in Å:
1 C 1.116 -1.710 -0.159  C2 1.326, C3 1.548, H6 1.022
2 C 1.042 -1.039 -1.300  C1 1.326, C3 1.414, H7 1.098
3 C 0.882 -0.179 -0.190  C1 1.548, C2 1.414, P5 1.844
4 P -2.391 0.149 -0.633  H8 1.338, H9 1.390
5 P 1.971 1.180 0.414  C3 1.844, H10 1.418, H11 1.382
6 H 1.403 -2.458 0.475  C1 1.022
7 H 0.881 -1.132 -2.383  C2 1.098
8 H -2.343 -0.545 0.510  P4 1.338
9 H -2.407 -0.992 -1.427  P4 1.390
10 H 1.218 1.405 1.594  P5 1.418
11 H 1.287 2.126 -0.325  P5 1.382

Computed properties:
E_LUMO (spin up / spin down) = 0.35 / -0.74 eV
charge = 0

=====

The calculated energies rank the structures as follows, beginning with the most stable: version P, version Q.

=====

Version P
This record from the Open Molecules 2025 dataset describes an isolated ion of composition C4H4NOS and charge -1. The level of theory is ωB97M-V/def2-TZVPD.

Each atom is followed by the atoms it is bonded to, with distances in Å.
Atoms and positions in Å:
1 C 0.592 -1.895 -0.056  N5 1.350, O6 1.347, H8 1.133
2 C -0.184 0.133 -0.107  C3 1.420, C4 1.471, N5 1.341
3 C 1.233 0.229 -0.139  C2 1.420, O6 1.453, S7 1.676
4 C -1.214 1.178 -0.010  C2 1.471, H9 1.036, H10 1.090, H11 1.091
5 N -0.539 -1.158 -0.036  C1 1.350, C2 1.341
6 O 1.705 -1.139 -0.015  C1 1.347, C3 1.453
7 S 2.373 1.458 -0.165  C3 1.676
8 H 0.600 -2.978 0.277  C1 1.133
9 H -0.795 1.888 0.617  C4 1.036
10 H -1.737 1.627 -0.855  C4 1.090
11 H -2.033 0.659 0.490  C4 1.091

Computed properties:
E_LUMO = 3.93 eV
charge = -1
SMILES = Cc1ncoc1[S-]

=====

Version Q
This record from the Open Molecules 2025 dataset describes a 2-piece molecular cluster, C4H4NOS overall. The level of theory is ωB97M-V/def2-TZVPD.

Each atom is followed by the atoms it is bonded to, with distances in Å.
Atoms and positions in Å:
1 C 2.549 0.589 -0.076  C4 1.400, N5 1.140
2 C -2.630 0.402 0.370  O6 1.254, S7 1.665, H9 1.084
3 C 0.769 -1.041 0.042  C4 1.326, H8 1.134, H10 1.044
4 C 1.383 -0.025 -0.549  C1 1.400, C3 1.326, H11 1.088
5 N 3.518 1.091 0.255  C1 1.140
6 O -2.768 -0.641 -0.311  C2 1.254
7 S -2.353 1.953 -0.169  C2 1.665
8 H -0.110 -1.613 -0.390  C3 1.134
9 H -2.717 0.208 1.433  C2 1.084
10 H 1.378 -1.507 0.749  C3 1.044
11 H 0.980 0.583 -1.356  C4 1.088

Computed properties:
E_LUMO = 3.39 eV
charge = -1

=====

The calculated energies rank the structures as follows, beginning with the most stable: version P, version Q.

=====

Version P
This record from the Open Molecules 2025 dataset describes a 2-piece molecular cluster, C5H9NO2 overall. The level of theory is ωB97M-V/def2-TZVPD.

Each atom is followed by the atoms it is bonded to, with distances in Å.
Atoms and positions in Å:
1 O -0.639 0.638 2.624  C2 1.198
2 C -0.616 -0.143 1.716  O1 1.198, O3 1.281, C4 1.551
3 O -1.281 -1.234 1.627  C2 1.281
4 C 0.177 0.101 0.405  C2 1.551, C5 1.568, H10 1.082, H11 1.099
5 C -0.364 -0.689 -0.837  C4 1.568, C6 1.460, H12 1.103, H13 1.094
6 C 0.343 -0.527 -2.103  C5 1.460, C7 1.430, H14 1.092
7 C 1.137 0.590 -2.511  C6 1.430, N8 1.278, H15 1.094
8 N 1.098 1.725 -1.924  C7 1.278, H16 1.018
9 H -0.029 -2.020 4.112  H17 0.746
10 H 0.278 1.173 0.295  C4 1.082
11 H 1.195 -0.263 0.601  C4 1.099
12 H -1.435 -0.468 -0.979  C5 1.103
13 H -0.326 -1.716 -0.464  C5 1.094
14 H 0.589 -1.460 -2.614  C6 1.092
15 H 1.847 0.441 -3.330  C7 1.094
16 H 1.650 2.465 -2.356  N8 1.018
17 H 0.203 -1.458 3.679  H9 0.746

Computed properties:
E_LUMO (spin up / spin down) = -8.64 / -8.65 eV
charge = +1
multiplicity = 2

=====

Version Q
This record from the Open Molecules 2025 dataset describes an isolated ion of composition C5H9NO2 and charge +1. The level of theory is ωB97M-V/def2-TZVPD.

Each atom is followed by the atoms it is bonded to, with distances in Å.
Atoms and positions in Å:
1 O 2.422 -0.492 -0.320  C2 1.234
2 C 1.293 -0.937 -0.091  O1 1.234, N3 1.368, C8 1.533
3 N 0.161 -0.487 -0.713  C2 1.368, C4 1.459, H9 1.040
4 C -1.228 -0.747 -0.350  N3 1.459, C5 1.556, H10 1.167, H11 1.118
5 C -1.720 0.616 0.217  C4 1.556, C6 1.517, H12 1.133, H13 1.123
6 C -0.718 1.751 0.315  C5 1.517, O7 1.206, H14 1.072
7 O -1.031 2.882 0.043  C6 1.206
8 C 1.038 -2.202 0.736  C2 1.533, H15 1.146, H16 1.128, H17 1.171
9 H 0.139 0.195 -1.497  N3 1.040
10 H -1.884 -0.788 -1.315  C4 1.167
11 H -1.279 -1.579 0.395  C4 1.118
12 H -2.551 1.205 -0.279  C5 1.133
13 H -2.136 0.506 1.255  C5 1.123
14 H 0.228 1.412 0.690  C6 1.072
15 H 2.131 -2.315 1.058  C8 1.146
16 H 0.461 -2.044 1.692  C8 1.128
17 H 0.652 -3.189 0.237  C8 1.171

Computed properties:
E_LUMO (spin up / spin down) = -4.00 / -9.39 eV
charge = +1
multiplicity = 2

=====

The calculated energies rank the structures as follows, beginning with the most stable: version Q, version P.